ORCA calculation (ωB97M-V with the def2-TZVPD basis set) on a molecular structure, C60H57O5P2RuSSi2.

Positions of all 128 atoms, in Å:
Ru: 0.17269 0.08447 -0.19676
O: -3.25861 1.58207 -0.80156
S: -2.14411 1.29087 0.09124
C: -1.79611 2.95857 0.75384
C: -2.80161 3.68077 1.36804
C: -2.61741 5.02107 1.65344
C: -1.44201 5.64437 1.26234
C: -0.43581 4.92407 0.64574
C: -0.58681 3.55877 0.40094
P: 0.77499 2.51377 -0.24126
C: 2.17979 3.67207 -0.14526
C: 2.67219 4.02757 1.10914
C: 3.74769 4.88947 1.21764
C: 4.35109 5.40207 0.07934
C: 3.87239 5.04467 -1.16826
C: 2.80239 4.17907 -1.28206
C: 0.59909 2.48977 -2.05206
C: -0.21011 3.37337 -2.75106
C: -0.16171 3.39007 -4.13466
C: 0.66529 2.51587 -4.82166
C: 1.44319 1.60257 -4.12416
C: 1.40969 1.58247 -2.74136
C: -2.86771 0.55757 1.57464
C: -4.24241 0.49177 1.69314
C: -4.80541 -0.25253 2.71664
C: -3.98991 -0.97893 3.57114
C: -2.61301 -0.92983 3.43694
C: -2.03551 -0.12933 2.45994
P: -0.24151 0.08317 2.22034
C: 0.06999 1.49017 3.33864
C: -0.92831 2.28397 3.89464
C: -0.60111 3.25497 4.82264
C: 0.71769 3.44307 5.20344
C: 1.72139 2.68417 4.61834
C: 1.40339 1.72037 3.68224
C: 0.60509 -1.20633 3.17054
C: 0.42329 -1.34653 4.52404
C: 1.06399 -2.34783 5.24704
C: 1.99859 -3.18823 4.60824
C: 2.28549 -3.04353 3.29334
C: 1.58089 -2.06223 2.43204
H: -3.72961 3.18667 1.61324
H: -3.39921 5.58217 2.14314
H: -1.31401 6.70237 1.43654
H: 0.46739 5.42797 0.33254
H: 2.20229 3.62577 1.99764
H: 4.12719 5.16327 2.19164
H: 5.18489 6.08247 0.15994
H: 4.32709 5.43737 -2.06516
H: 2.45269 3.90737 -2.26516
H: -0.86491 4.04247 -2.21016
H: -0.77161 4.09497 -4.68106
H: 0.69019 2.53527 -5.90286
H: 2.07659 0.90757 -4.66246
H: 2.02279 0.87827 -2.18006
H: -4.85251 0.99087 0.95294
H: -5.87901 -0.30073 2.82104
H: -4.42721 -1.60703 4.33344
H: -1.98371 -1.53423 4.07134
H: -1.96061 2.13187 3.61554
H: -1.38231 3.85757 5.26224
H: 0.96259 4.17917 5.95444
H: 2.75269 2.84257 4.90004
H: 2.17449 1.12507 3.21104
H: -0.22951 -0.65793 5.04214
H: 0.87539 -2.45553 6.30184
H: 2.51439 -3.93653 5.19374
H: 3.03379 -3.66513 2.82194
H: 2.29799 -1.42243 1.89294
C: -6.89531 -4.17443 -1.95096
O: -6.00291 -3.53573 -1.06646
C: -5.03151 -2.74843 -1.60696
C: -4.92201 -2.48213 -2.98096
C: -3.90911 -1.68013 -3.43536
C: -2.93011 -1.13963 -2.58846
C: -1.84411 -0.33733 -3.07636
C: -1.65711 -0.10653 -4.56446
O: -1.00221 0.19807 -2.33696
C: -3.02851 -1.41713 -1.18246
O: -2.16521 -1.03393 -0.31076
C: -4.11251 -2.19843 -0.73756
H: -7.59771 -4.72533 -1.32656
H: -6.36931 -4.87263 -2.61176
H: -7.44291 -3.45243 -2.56646
H: -5.62841 -2.87893 -3.69416
H: -3.88411 -1.47973 -4.49516
H: -2.15321 -0.83243 -5.19596
H: -0.58971 -0.12273 -4.77576
H: -2.01741 0.89177 -4.80936
H: -4.19431 -2.38883 0.32144
C: 4.87959 1.11867 -1.39496
Si: 4.14249 0.18007 0.12084
C: 4.98969 -1.54393 0.20684
C: 4.80739 1.16727 1.63814
O: 2.57539 0.14977 0.06144
H: 5.95409 1.23587 -1.30236
H: 4.43909 2.10857 -1.46056
H: 4.67449 0.59347 -2.32246
H: 6.06859 -1.43773 0.28544
H: 4.78099 -2.13453 -0.68136
H: 4.65609 -2.11793 1.06894
H: 5.85959 1.39817 1.50634
H: 4.70439 0.60827 2.56434
H: 4.27339 2.10597 1.74414
C: -2.71601 -5.80153 -0.43686
C: -1.97521 -5.37583 0.65214
C: -1.08931 -4.32473 0.51144
C: -0.89591 -3.69723 -0.71796
C: -1.64171 -4.14973 -1.80686
C: -2.54831 -5.18563 -1.66576
Si: 0.28959 -2.18763 -0.86966
C: 1.54149 -2.78663 -2.17866
C: 2.52529 -3.67793 -1.75016
C: 3.57889 -4.02133 -2.57216
C: 3.66969 -3.47693 -3.84366
C: 2.69919 -2.59313 -4.28726
C: 1.65379 -2.24103 -3.45486
H: -3.42121 -6.61223 -0.32456
H: -2.09361 -5.85313 1.61524
H: -0.54131 -3.98313 1.37664
H: -1.51831 -3.68103 -2.77396
H: -3.12661 -5.51693 -2.51816
H: 1.06459 -2.59213 1.61234
H: 2.45569 -4.08913 -0.75416
H: 4.33499 -4.70793 -2.21966
H: 4.49839 -3.73683 -4.48416
H: 2.76639 -2.16933 -5.28006
H: 0.91229 -1.52693 -3.78436

* max |F|: 2.43 eV/Å
* E: -121130.1869 eV
* relative energy (zero: lowest compared OMol25 entry of this formula, charge and spin): 4.2365 eV
* LUMO level (alpha / beta): -0.00679 / -0.02847 Ha
* <S²>: 8.81
* orbital gap (alpha / beta): 6.1023 / 6.7692 eV
* multiplicity: 6

These are the Löwdin partial charges, in e, on atoms 1 to 5:
1 Ru 0.773
2 O -0.388
3 S 0.875
4 C -0.344
5 C -0.073



ORCA calculation (ωB97M-V with the def2-TZVPD basis set) on 9 unconnected molecules or ions with the total composition C60H61F8INO2.

Positions of all 133 atoms, in Å:
C: -2.16677 -4.92475 0.18190
C: -1.58270 -3.50602 0.26446
C: -2.75671 -2.49021 0.06643
C: -3.54008 -2.68700 -1.19664
O: -4.54846 -3.35808 -1.31592
I: -2.82507 -1.63252 -2.98378
C: -1.03609 -3.15055 1.65101
C: 0.37692 -3.63027 1.98166
C: 0.82650 -2.84317 3.22142
C: 0.42885 -5.10089 2.40910
N: 1.33323 -3.31957 0.88495
O: 1.78330 -2.12439 0.93160
C: 0.91386 -3.73246 -0.47706
C: 1.84737 -3.04896 -1.48727
C: 1.05937 -5.25410 -0.70668
C: -0.49867 -3.22314 -0.79050
H: -2.00853 -5.35442 -0.80221
H: -3.24065 -4.90001 0.33951
H: -1.76587 -5.59995 0.92708
H: -3.40212 -2.60988 0.92989
H: -2.32725 -1.49851 0.08234
H: -1.03727 -2.07000 1.76756
H: -1.71290 -3.54838 2.40344
H: 0.65564 -1.78008 3.12178
H: 0.20397 -3.18663 4.04661
H: 1.85089 -3.07599 3.48814
H: 0.12539 -5.78675 1.63071
H: -0.28966 -5.21514 3.21441
H: 1.41811 -5.34511 2.77883
H: 2.88350 -3.25752 -1.24580
H: 1.65001 -1.99034 -1.57937
H: 1.64323 -3.50129 -2.45475
H: 0.11755 -5.71807 -0.97088
H: 1.48401 -5.77656 0.14080
H: 1.72489 -5.43390 -1.54317
H: -0.42176 -2.14273 -0.89990
H: -0.80561 -3.62053 -1.75182
F: -4.07701 -3.25050 3.08736
C: -4.81492 -2.19057 3.48890
C: -4.17363 -1.12739 4.09059
C: -4.92999 -0.03687 4.49301
C: -6.30417 -0.02870 4.29610
C: -6.92503 -1.11206 3.68983
C: -6.17745 -2.20501 3.27611
H: -3.10169 -1.15795 4.23738
H: -4.44396 0.80857 4.96059
H: -6.89035 0.82272 4.61401
H: -7.99553 -1.10808 3.53727
H: -6.63879 -3.05662 2.79428
F: 1.80750 0.79601 3.64820
C: 3.12469 0.94565 3.34672
C: 3.71784 0.02417 2.51059
C: 5.05836 0.18431 2.19388
C: 5.77957 1.24697 2.72352
C: 5.15849 2.15599 3.56866
C: 3.81467 2.01179 3.88440
H: 3.13090 -0.79717 2.12014
H: 5.54018 -0.52346 1.53337
H: 6.82681 1.36515 2.47767
H: 5.72006 2.98125 3.98533
H: 3.30740 2.71294 4.53460
F: 0.57465 2.51500 -8.44839
C: -0.22084 1.66091 -7.76834
C: -0.17942 1.66106 -6.38912
C: -1.00359 0.78426 -5.69886
C: -1.84381 -0.07752 -6.39114
C: -1.86496 -0.06159 -7.77883
C: -1.05008 0.81676 -8.47733
H: 0.48703 2.33703 -5.87046
H: -0.98916 0.77487 -4.61682
H: -2.48306 -0.76100 -5.84817
H: -2.51591 -0.73399 -8.32064
H: -1.05679 0.85204 -9.55822
F: -1.86478 0.15752 1.23252
C: -1.68406 1.48919 1.05085
C: -0.72538 2.13593 1.80245
C: -0.53879 3.49661 1.60759
C: -1.31067 4.18214 0.67864
C: -2.27087 3.50787 -0.06504
C: -2.46010 2.14506 0.11860
H: -0.13551 1.58086 2.52103
H: 0.21358 4.02041 2.18156
H: -1.16157 5.24357 0.53131
H: -2.87404 4.04135 -0.78950
H: -3.19606 1.59522 -0.45452
F: -1.81663 0.50255 -12.36357
C: -0.52679 0.64570 -12.73452
C: -0.02564 -0.15561 -13.74010
C: 1.30064 -0.00051 -14.11565
C: 2.10304 0.93866 -13.48158
C: 1.57706 1.72980 -12.46984
C: 0.24985 1.58832 -12.09355
H: -0.66640 -0.88561 -14.21601
H: 1.70834 -0.61611 -14.90580
H: 3.13753 1.05246 -13.77573
H: 2.19974 2.45869 -11.96967
H: -0.18060 2.20135 -11.31293
F: 3.25617 -0.10773 7.87986
C: 1.93861 0.17461 7.86492
C: 1.23870 0.15866 9.05504
C: -0.11693 0.45307 9.03536
C: -0.75091 0.75027 7.83668
C: -0.02538 0.75642 6.65282
C: 1.33151 0.47065 6.66124
H: 1.75100 -0.08139 9.97707
H: -0.67888 0.45025 9.95945
H: -1.80887 0.97636 7.82632
H: -0.51556 0.98384 5.71503
H: 1.90874 0.47756 5.74995
F: 9.55459 0.78385 2.50323
C: 9.66852 0.74046 3.84638
C: 9.32431 1.85478 4.58485
C: 9.43593 1.80528 5.96609
C: 9.89414 0.65286 6.58868
C: 10.23759 -0.45484 5.82674
C: 10.12210 -0.41724 4.44493
H: 8.97438 2.74634 4.08114
H: 9.16325 2.66910 6.55676
H: 9.98203 0.61831 7.66598
H: 10.59727 -1.35363 6.30859
H: 10.37814 -1.27248 3.83412
F: -3.79981 5.10796 -2.31612
C: -5.10064 5.44477 -2.14896
C: -5.64583 5.39996 -0.88180
C: -6.97870 5.74839 -0.71993
C: -7.74132 6.12605 -1.81624
C: -7.16940 6.15976 -3.08043
C: -5.83588 5.82033 -3.25360
H: -5.03596 5.09720 -0.04090
H: -7.42163 5.72447 0.26624
H: -8.78083 6.39391 -1.68500
H: -7.76257 6.45033 -3.93654
H: -5.36817 5.84500 -4.22855

* max |F|: 3.08 eV/Å
* E: -98633.2192 eV
* LUMO level (alpha / beta): 0.01870 / 0.01246 Ha
* <S²>: 0.75
* orbital gap (alpha / beta): 8.8678 / 9.5295 eV
* multiplicity: 2

These are the Löwdin partial charges, in e, on atoms 1 to 5:
1 C -0.008
2 C -0.420
3 C -0.164
4 C -0.731
5 O 0.002



The lowest multiplicity belongs to which entry?
C60H61F8INO2



Which of these has the lowest multiplicity?
C60H61F8INO2